Entry 1:
82
Properties=species:S:1:pos:R:3 method="wB97M-V/def2-TZVPD" gap_ev=7.181 total_charge=0 multiplicity=1 lumo_energy_ev=-0.7614
S 1.120 -6.958 0.694
F -0.836 -0.119 0.647
O 2.303 5.270 -0.877
O -1.294 7.077 -2.965
O -1.146 -2.985 -0.622
N 2.365 -6.038 1.389
N 0.118 -5.740 0.165
N 5.124 -3.210 0.070
N -0.588 4.465 -1.718
C 0.274 3.866 -0.699
C 0.818 -1.992 0.396
C 2.715 -3.461 1.517
C 0.036 -3.194 0.053
C 2.155 -2.151 1.141
C -2.218 6.209 -2.310
C 1.285 4.788 -0.011
C -2.756 -3.757 1.227
C -1.036 6.703 -4.308
C 1.976 6.465 -1.569
C 5.190 -4.091 1.257
C 0.207 -0.568 -1.614
C 4.062 -3.666 2.296
C -2.732 -2.308 1.854
C 3.015 -0.882 1.540
C -2.232 -3.857 -0.260
C 0.349 -0.554 0.008
C 3.856 -0.294 0.331
C -3.768 -1.295 1.233
C 0.654 -4.497 0.433
C -5.252 -1.730 1.681
C -2.072 -4.738 2.262
C -3.589 0.205 1.789
C 1.977 -4.740 1.147
C -1.212 -0.062 -2.136
C -1.524 5.453 -1.184
H 3.332 0.610 -0.112
H 4.916 -3.721 -0.786
H 1.533 6.235 -2.541
H -1.966 6.641 -4.881
H -3.246 0.824 0.912
H -1.365 -0.555 -3.147
H 1.802 4.190 0.746
H 4.061 -1.025 -0.489
H 5.942 -2.611 -0.026
H -2.838 0.170 2.620
H -1.154 1.043 -2.354
H 0.832 3.065 -1.197
H -0.404 7.470 -4.756
H -1.892 -5.775 1.882
H -2.996 6.845 -1.875
H -2.706 5.523 -3.010
H 2.244 -0.100 1.827
H 6.202 -4.110 1.749
H -3.027 -2.432 2.946
H 1.310 7.112 -0.992
H -5.318 -2.809 1.986
H 4.339 -2.819 2.973
H -2.084 -0.356 -1.501
H -2.069 -4.944 -0.538
H 2.904 7.007 -1.756
H -4.554 0.653 2.138
H -2.669 -4.717 3.225
H 0.806 5.611 0.531
H -5.605 -1.133 2.575
H -1.073 -4.275 2.540
H 1.012 0.090 -2.063
H 0.394 -1.598 -2.032
H -5.956 -1.592 0.811
H -0.506 5.747 -4.353
H 4.947 -5.147 0.927
H -3.106 -3.542 -0.911
H -3.850 -4.064 1.189
H -0.352 3.382 0.059
H -1.668 -1.953 1.865
H -2.276 4.943 -0.574
H -3.698 -1.336 0.109
H 3.632 -1.049 2.456
H 0.000 4.912 -2.412
H 4.820 0.113 0.761
H 3.890 -4.567 2.964
H 1.126 0.239 0.215
H -1.008 6.188 -0.556

---

Entry 2:
86
Properties=species:S:1:pos:R:3 method="wB97M-V/def2-TZVPD" gap_ev="1.465 / 7.314" s_squared=0.751 total_charge=-1 multiplicity=2 lumo_energy_ev="1.8796 / 1.8605"
S 0.522 5.133 -0.077
S -3.286 3.234 -0.975
S -4.413 -1.327 -2.209
S 2.605 -5.035 0.098
O -4.101 -1.875 -3.616
O -0.614 5.567 -0.999
O -2.159 2.682 -1.833
O 4.074 -4.894 -0.317
N -2.230 -5.213 0.543
N 4.191 2.324 0.001
N 1.320 -1.893 -4.010
N 2.571 0.618 5.552
N -0.340 -0.648 0.819
C -2.719 -1.145 -1.509
C 1.103 0.319 -4.622
C 3.450 0.775 -1.533
C 2.007 6.181 -0.395
C 0.213 5.866 1.625
C -4.792 2.641 -1.938
C 0.498 -1.295 -3.110
C 0.395 1.843 0.589
C -2.448 -3.172 1.303
C 0.358 0.037 -3.463
C 4.042 0.996 -0.263
C 2.773 -5.680 1.770
C 0.031 0.440 0.665
C 3.976 2.973 -1.212
C 1.979 -3.282 0.069
C -4.917 -2.753 -1.103
C -3.263 -5.216 1.427
C 1.831 0.164 3.518
C 1.574 -0.936 -5.045
C 2.906 0.085 4.403
C -3.546 1.973 0.382
C -1.743 -3.934 0.424
C 0.758 0.736 4.199
C 3.327 2.026 -2.022
C 1.314 1.201 5.394
C -3.443 -3.964 1.928
H 3.128 0.680 6.392
H 1.255 1.213 -5.208
H -4.653 -2.612 -0.055
H 3.367 -6.592 1.841
H -4.208 2.269 1.195
H 3.865 -0.403 4.314
H 1.010 5.397 2.204
H 0.914 -3.119 0.236
H 0.947 1.876 6.154
H -2.214 -2.141 1.525
H 0.319 2.052 -0.478
H -5.667 2.870 -1.330
H -0.895 -3.654 -0.183
H 1.777 -2.789 -3.920
H -5.989 -2.814 -1.290
H 1.459 1.799 0.823
H -2.594 -0.934 -0.446
H 4.171 4.032 -1.296
H -4.842 3.146 -2.902
H 2.947 -0.055 -2.007
H 4.502 2.858 0.799
H 2.851 5.723 0.121
H -0.058 2.655 1.158
H -1.850 -6.087 0.207
H 4.205 0.367 0.600
H 2.657 -2.741 0.729
H -3.780 -6.146 1.609
H 2.244 -2.896 -0.916
H 2.303 -1.200 -5.796
H -4.100 -3.721 2.750
H 0.101 -1.821 -2.255
H -2.173 -0.337 -1.996
H -0.790 5.688 2.013
H -2.586 1.729 0.838
H 2.353 6.227 -1.427
H -4.498 -3.644 -1.570
H -0.277 0.835 3.906
H 0.360 6.946 1.645
H 1.865 -5.767 2.367
H -3.940 0.987 0.134
H 3.325 -4.961 2.375
H 1.890 7.200 -0.024
H -2.143 -2.040 -1.746
H -4.716 1.554 -1.967
H 2.923 2.262 -2.996
H -0.351 0.762 -3.090
H 1.779 -0.205 2.505

---

Entry 3:
95
Properties=species:S:1:pos:R:3 method="wB97M-V/def2-TZVPD" gap_ev=6.196 total_charge=-1 multiplicity=1 lumo_energy_ev=1.8367
I -3.747 -2.869 4.241
Cl -2.665 4.948 0.403
S -1.928 4.578 -1.459
P -0.893 -1.072 2.610
F -1.797 -5.044 -6.170
F 1.450 0.367 0.180
F -5.100 3.093 -3.459
O -0.646 -3.551 -2.150
O -0.645 5.198 -1.528
O 0.666 -0.703 4.865
O 6.668 0.956 3.832
O -6.924 5.776 -4.601
O -0.155 -2.751 -4.197
O 0.278 -2.184 1.895
O -1.588 -4.447 -4.003
O -0.530 0.009 1.192
O -2.036 0.692 4.617
O -2.953 4.972 -2.382
O -7.331 5.108 -6.713
O -5.951 3.928 -5.372
C 0.569 -0.179 3.541
C 5.586 0.616 2.980
C -6.268 5.173 -3.480
C -3.102 1.236 2.436
C 4.106 -1.613 -1.244
C -0.441 -3.188 -5.523
C 0.705 -1.917 0.596
C 5.133 -1.738 -0.106
C 5.293 -0.435 0.685
C -1.814 2.801 -1.458
C -0.776 -3.583 -3.321
C -2.273 -2.015 1.623
C 2.708 -2.194 -0.954
C -0.449 2.232 -1.062
C -0.394 -0.324 -1.159
C 0.272 -0.466 0.223
C 5.873 -0.600 2.090
C -4.525 -3.121 1.375
C 7.680 1.720 3.221
C -0.078 0.981 -1.885
C -6.794 4.953 -5.668
C 2.218 -2.115 0.502
C -3.669 -2.158 2.191
C -5.288 4.239 -4.155
C 1.901 -0.478 5.481
C -1.717 -3.984 -5.327
B -2.096 0.352 3.289
H -3.007 2.289 2.722
H 2.683 -3.242 -1.269
H -2.637 -3.402 -5.415
H -2.128 2.529 -2.468
H -2.591 2.472 -0.768
H 6.962 -0.691 2.027
H 0.358 -3.844 -5.875
H -4.177 -1.196 2.229
H -6.995 4.602 -2.899
H 8.550 1.104 2.965
H 0.237 -2.631 -0.100
H -2.416 -1.480 0.676
H 1.997 -1.674 -1.601
H 0.395 0.908 3.600
H 2.726 -0.717 4.800
H -0.625 0.992 -2.835
H 2.011 0.564 5.817
H 1.509 -0.324 2.994
H -1.473 -0.383 -0.991
H -4.124 0.949 2.708
H -2.971 1.130 1.358
H -0.546 -2.333 -6.185
H 4.330 0.080 0.746
H -4.318 4.682 -4.371
H 4.737 0.430 3.635
H -1.506 0.045 5.109
H 8.001 2.495 3.919
H 4.489 -2.081 -2.154
H -5.794 5.927 -2.860
H 1.970 -1.131 6.353
H 3.996 -0.546 -1.467
H 7.325 2.201 2.304
H -1.900 -3.012 1.370
H 2.708 -1.311 1.044
H -0.130 -1.172 -1.795
H -5.557 -3.142 1.727
H 2.448 -3.043 1.027
H 5.948 0.235 0.116
H 0.980 1.027 -2.141
H 5.486 -1.512 2.548
H -4.490 -2.824 0.323
H 0.320 2.994 -1.176
H -1.014 -1.937 3.738
H -0.479 1.978 -0.004
H -4.130 -4.135 1.453
H 4.880 -2.564 0.564
H 6.107 -1.981 -0.542
H 5.324 1.477 2.351

---

| no. | E (eV) |
| --- | --- |
| 1 | -53374.889 |
| 2 | -86697.287 |
| 3 | -103935.871 |